The following is a DFT calculation (ωB97M-V with the def2-TZVPD basis set) of a molecular structure, C10H34FeN2O14V at a distorted geometry.

Structure (ORCA input):
```
! wB97M-V def2-TZVPD RIJCOSX def2/J DEFGRID3
* xyz 2 8
V -2.1170 1.7302 0.2406
Fe -0.0590 2.0683 -3.2625
C 0.2776 3.6700 -0.6937
O 0.4226 3.3536 -1.9855
O 0.9924 4.4753 -0.1772
O -0.5534 2.9420 0.0256
C -1.1247 0.0609 -1.7263
O 0.0386 0.2069 -2.3145
O -1.5115 -0.1356 -0.4913
O -1.4900 1.3430 -1.8267
O 2.0023 1.6586 -3.4046
H 2.5235 0.8423 -3.4248
H 2.6383 2.3823 -3.5018
O -0.2066 1.0796 -5.0839
H 0.5846 0.9340 -5.6223
H -0.9122 0.5878 -5.5251
O -1.1823 1.1222 1.9653
H -1.2796 0.3057 2.4802
H -0.3428 1.6040 2.3147
O 1.5828 -2.2983 -2.0107
H 1.0166 -1.5268 -2.1121
H 1.0405 -2.9638 -1.5628
O -1.7478 3.1363 -3.8657
H -1.7004 4.0280 -4.2421
H -2.6682 3.0025 -3.6231
O -3.3138 3.1088 -0.8889
H -2.9392 3.9867 -1.0528
H -3.9439 2.9495 -1.6008
C -3.6970 -2.8115 0.3184
C -2.2989 -3.4038 0.4840
C -1.7999 -3.8310 -0.9073
O -0.4850 -4.3435 -0.8935
C -0.3496 -5.7069 -0.5273
N -1.3589 -2.4822 1.1063
H -3.7305 -2.0793 -0.4883
H -3.9824 -2.4181 1.2961
H -4.3794 -3.6370 0.1174
H -2.3442 -4.3511 1.0290
H -1.7572 -2.9589 -1.5825
H -2.4908 -4.4984 -1.4387
H 0.6105 -6.0041 -0.9490
H -1.1277 -6.3431 -0.9565
H -0.3007 -5.9032 0.5475
H -0.4334 -2.8549 0.8903
H -1.3622 -1.6305 0.5572
C 2.0247 0.6822 1.0928
C 1.8414 1.0627 2.5533
C 3.1616 1.2341 3.3011
O 2.8813 1.6088 4.6163
C 3.8811 1.2504 5.5655
N 1.0643 2.3351 2.7319
H 2.7444 -0.1373 1.0634
H 2.4731 1.4885 0.5079
H 1.0708 0.3814 0.6611
H 1.2826 0.2709 3.0635
H 3.7699 2.0344 2.8418
H 3.8054 0.3590 3.1331
H 4.8443 1.6773 5.2682
H 4.0669 0.1702 5.5168
H 3.5250 1.5302 6.5477
H 1.5572 3.0574 2.2070
H 1.2657 2.5980 3.6982
*
```

Output
LUMO energy (alpha / beta)   -8.08 / -8.60 eV
HOMO (alpha / beta)   -13.59 / -13.60 eV
HOMO-LUMO gap (alpha / beta)   5.5 / 5.0 eV

Atomic partial charges in e from the Löwdin method, atoms 1 to 6:
1. V 1.38
2. Fe 1.14
3. C -0.75
4. O -0.10
5. O 0.15
6. O -0.13



The following is a DFT calculation (ωB97M-V with the def2-TZVPD basis set) of 6 unconnected molecules or ions with the total composition C10H35N12O5 at a distorted geometry.

Structure (ORCA input):
```
! wB97M-V def2-TZVPD RIJCOSX def2/J DEFGRID3
* xyz 1 1
N 3.5949 -0.8545 3.5874
C 3.2948 -0.2649 2.2927
C 2.9751 1.2230 2.2537
C 1.7550 1.5907 3.1089
C 0.5384 1.2244 2.2555
C 0.0904 -0.2140 2.4260
N -0.8162 -0.5539 1.2557
H 2.8112 -1.2450 4.0900
H 4.0292 -0.1904 4.2159
H 4.1578 -0.4173 1.6361
H 2.4834 -0.8357 1.8380
H 3.8740 1.7971 2.5056
H 2.7259 1.4730 1.2186
H 1.7745 1.0349 4.0541
H 1.7144 2.6460 3.3804
H -0.3175 1.8962 2.4195
H 0.8538 1.3095 1.2133
H 0.9173 -0.9181 2.3294
H -0.4482 -0.4152 3.3544
H -0.2404 -0.6667 0.4119
H -1.5092 0.1768 1.0950
H -1.3002 -1.4319 1.4303
C 1.5101 -1.3188 -1.2771
O 1.2879 -0.4619 -0.4017
N 2.7478 -1.6068 -1.6852
N 0.4822 -2.0078 -1.8702
H 2.9190 -2.2922 -2.3977
H 3.5413 -1.1331 -1.2692
H -0.4561 -1.8326 -1.5696
H 0.6350 -2.7103 -2.5711
C 6.4821 -1.5119 -0.3818
O 5.3201 -1.1114 -0.3721
N 6.9982 -2.2399 -1.4100
N 7.3270 -1.2480 0.6479
H 7.9468 -2.5642 -1.4243
H 6.4107 -2.4382 -2.1956
H 6.9660 -0.7228 1.4215
H 8.2791 -1.5608 0.6718
C -5.1152 -1.7150 -0.1052
O -6.2721 -1.9330 -0.3650
N -4.4743 -2.3339 0.9523
N -4.3440 -0.8412 -0.8409
H -3.5165 -2.1870 1.1919
H -5.0099 -2.9883 1.4922
H -4.7897 -0.3933 -1.6176
H -3.3810 -0.6351 -0.6661
C -2.0713 1.5719 -1.6610
O -3.0466 2.2752 -1.4683
N -1.9134 0.7680 -2.7508
N -1.0286 1.5424 -0.7572
H -1.0696 0.2527 -2.9290
H -2.6374 0.7721 -3.4470
H -1.0728 2.2134 -0.0114
H -0.1728 1.0107 -0.8845
C -6.9321 3.0023 -2.9482
O -8.0528 3.3398 -3.2536
N -6.6333 2.4030 -1.7454
N -5.8419 3.1925 -3.7639
H -5.6914 2.1458 -1.5183
H -7.3804 2.2995 -1.0830
H -6.0024 3.6448 -4.6435
H -4.9064 2.9894 -3.4645
*
```

Output
LUMO energy   -3.18 eV
HOMO   -11.14 eV
HOMO-LUMO gap   8.0 eV

Atomic partial charges in e from the Löwdin method, atoms 1 to 6:
1. N 0.01
2. C -0.30
3. C -0.19
4. C -0.17
5. C -0.20
6. C -0.13



The following is a DFT calculation (ωB97M-V with the def2-TZVPD basis set) of a molecular structure, C10H36FeN2O15V at a distorted geometry.

Structure (ORCA input):
```
! wB97M-V def2-TZVPD RIJCOSX def2/J DEFGRID3
* xyz 2 8
V -0.2744 -1.0298 4.2334
Fe 2.3516 -2.5592 1.9779
C 0.2370 -1.4034 1.1398
O -0.3306 -0.9184 2.2185
O 0.4403 -2.6827 1.2650
O 1.4809 -0.9533 1.0751
C 1.4258 -3.2847 4.3935
O 1.9828 -3.9507 3.4331
O 0.1707 -3.1165 4.5743
O 1.6888 -2.0486 3.9714
O 3.8985 -1.4064 2.5580
H 4.7655 -1.6606 2.9158
H 3.9207 -0.4367 2.4989
O -2.2335 -1.8406 4.1919
H -2.8874 -1.8524 3.4777
H -2.6780 -2.2618 4.9464
O -1.6796 0.6580 4.1759
H -1.7286 1.3438 4.8598
H -2.4894 0.7629 3.6580
O -1.6534 -4.7484 3.3589
H -1.2690 -4.1510 4.0179
H -1.5690 -4.2933 2.5117
O 2.0393 1.6236 0.4140
H 1.2706 2.1252 0.0372
H 1.7007 0.7286 0.5468
O -1.0135 -4.7245 0.0909
H -1.9173 -4.3903 0.0512
H -0.4670 -3.9676 0.3537
O 1.0191 0.5795 4.5274
H 1.2452 1.0065 3.6778
H 1.7360 0.8247 5.1326
C -1.2823 2.9189 0.9473
C -1.2317 2.0697 -0.3292
C -2.5662 2.2620 -1.0720
O -2.3473 1.8945 -2.4161
C -3.5799 1.8586 -3.1631
N -0.1134 2.5634 -1.1304
H -1.3589 3.9896 0.7721
H -0.4241 2.6851 1.5819
H -2.1487 2.5996 1.5392
H -1.1694 1.0202 -0.0200
H -2.8085 3.3244 -0.9576
H -3.3385 1.6032 -0.6613
H -4.1714 0.9550 -3.0156
H -3.3355 2.1145 -4.1876
H -4.2563 2.6386 -2.7972
H -0.1610 3.5630 -1.2847
H -0.2088 2.0777 -2.0155
C 3.0964 1.1587 -3.0493
C 1.7692 0.4154 -3.0651
C 1.3773 0.0683 -4.5039
O -0.0180 0.2905 -4.7459
C -0.2343 0.8281 -6.0453
N 1.8986 -0.8363 -2.3112
H 3.1567 1.9851 -3.7523
H 3.8909 0.4229 -3.1988
H 3.3141 1.5604 -2.0551
H 0.9785 1.0022 -2.5992
H 1.5840 -0.9381 -4.8818
H 2.0146 0.6316 -5.1963
H -1.2891 0.8889 -6.2973
H 0.3756 0.3308 -6.8016
H 0.1234 1.8662 -6.0277
H 0.9416 -1.1310 -2.1297
H 2.3396 -0.6534 -1.4140
*
```

Output
LUMO energy (alpha / beta)   -9.29 / -9.77 eV
HOMO (alpha / beta)   -12.82 / -12.81 eV
HOMO-LUMO gap (alpha / beta)   3.5 / 3.0 eV

Atomic partial charges in e from the Löwdin method, atoms 1 to 6:
1. V 1.33
2. Fe 1.33
3. C -0.47
4. O -0.12
5. O -0.07
6. O -0.12